ORCA calculation (ωB97M-V with the def2-TZVPD basis set) on a molecular structure, C17H17BrN2O2S2Tl.

Positions of all 42 atoms, in Å:
Tl: 1.5173 0.2840 -1.9996
O: 0.4688 -2.4354 -2.4821
S: -0.0069 -2.8468 -1.1902
O: 0.1620 -4.1896 -0.7365
N: 0.7612 -1.7499 -0.1204
C: 0.2460 -1.4598 1.1779
C: -0.4685 -2.3655 1.9096
C: -0.9547 -2.0287 3.1919
C: -0.6491 -0.8246 3.7447
C: 0.1019 0.1305 3.0152
C: 0.4600 1.3850 3.5567
C: 1.1495 2.2744 2.7945
C: 1.4557 1.9264 1.4674
N: 1.1575 0.7661 0.9223
C: 0.5128 -0.1572 1.6977
C: -1.6739 -2.3614 -1.0024
C: -2.0891 -1.1305 -1.5013
C: -3.4357 -0.8205 -1.4646
C: -4.3451 -1.7415 -0.9528
C: -3.9155 -2.9680 -0.4634
C: -2.5680 -3.2904 -0.4865
H: -0.6395 -3.3585 1.5139
H: -1.5416 -2.7513 3.7422
H: -0.9687 -0.5811 4.7513
H: 0.1854 1.6188 4.5807
H: 1.4590 3.2361 3.1831
H: 1.9731 2.6430 0.8364
H: -1.3736 -0.4377 -1.9238
H: -3.7828 0.1297 -1.8494
H: -5.4017 -1.5028 -0.9488
H: -4.6312 -3.6801 -0.0729
H: -2.2091 -4.2504 -0.1341
C: 4.2563 3.7593 -3.1124
S: 3.1705 3.1330 -1.8157
C: 1.6204 3.9040 -2.3344
H: 3.9072 3.4391 -4.0936
H: 5.2498 3.3538 -2.9297
H: 4.2958 4.8454 -3.0622
H: 1.6923 4.9855 -2.2468
H: 0.8279 3.5501 -1.6721
H: 1.3839 3.6328 -3.3641
Br: 2.6401 -2.0654 -0.1258

* energy above the lowest of the compared OMol25 structures with the same formula, charge and spin: 90.6 kJ/mol
* HOMO level: -11.739 eV
* net charge: +1
* electronic energy: -121380.274 eV

Atom charges from the Löwdin analysis, given in e for atoms 1 to 5: 0.8850, -0.3821, 0.5581, -0.2624, -0.6231